{"formula": "C38H104O14", "method": "ωB97M-V/def2-TZVPD", "elements": ["C", "C", "C", "O", "H", "H", "H", "H", "H", "H", "H", "H", "C", "C", "C", "O", "H", "H", "H", "H", "H", "H", "H", "H", "C", "C", "C", "O", "H", "H", "H", "H", "H", "H", "H", "H", "C", "C", "C", "O", "H", "H", "H", "H", "H", "H", "H", "H", "C", "C", "C", "O", "H", "H", "H", "H", "H", "H", "H", "H", "C", "C", "C", "O", "H", "H", "H", "H", "H", "H", "H", "H", "C", "C", "C", "O", "H", "H", "H", "H", "H", "H", "H", "H", "C", "C", "C", "O", "H", "H", "H", "H", "H", "H", "H", "H", "C", "C", "C", "O", "H", "H", "H", "H", "H", "H", "H", "H", "C", "C", "C", "O", "H", "H", "H", "H", "H", "H", "H", "H", "C", "C", "C", "O", "H", "H", "H", "H", "H", "H", "H", "H", "C", "C", "C", "O", "H", "H", "H", "H", "H", "H", "H", "H", "C", "O", "H", "H", "H", "H", "C", "O", "H", "H", "H", "H"], "positions_angstrom": [[4.340307, -5.105995, -0.998001], [3.244487, -4.009745, -1.013591], [2.353767, -4.354315, -2.237261], [2.453307, -4.102745, 0.139039], [3.958537, -6.090385, -1.268781], [4.900147, -5.168105, -0.064821], [5.052047, -4.750235, -1.742961], [3.626647, -2.990215, -1.064711], [1.769847, -3.555665, -2.694761], [1.655277, -5.069445, -1.802771], [3.019967, -4.571715, -3.072141], [2.681277, -3.373115, 0.719769], [-4.301693, -0.967345, -2.178841], [-5.153853, 0.134315, -1.594601], [-5.366863, 1.264345, -2.631151], [-6.423633, -0.338575, -1.170261], [-4.111583, -1.759395, -1.454541], [-3.320083, -0.543675, -2.391081], [-4.653073, -1.430575, -3.100821], [-4.690483, 0.716925, -0.798401], [-6.089223, 1.990375, -2.258101], [-5.560903, 1.018745, -3.675241], [-4.389313, 1.722315, -2.782031], [-6.991373, 0.384615, -0.894091], [-2.021903, -3.966295, 2.271179], [-1.529533, -4.316445, 3.706489], [-2.668263, -4.045095, 4.720749], [-0.991413, -5.634365, 3.763819], [-1.171853, -3.605175, 1.692289], [-2.712063, -3.141615, 2.093219], [-2.469793, -4.863975, 1.844959], [-0.723213, -3.604145, 3.881309], [-2.464593, -4.078885, 5.791019], [-3.426163, -4.820715, 4.610709], [-3.181173, -3.102485, 4.529699], [-0.602733, -5.809685, 2.903709], [-1.514963, -4.881115, -1.191491], [-1.725993, -5.411325, -2.606401], [-1.457223, -4.469585, -3.740981], [-0.804413, -6.420915, -2.863391], [-0.533153, -4.501595, -0.908441], [-1.573123, -5.708205, -0.483931], [-2.311163, -4.208325, -0.872901], [-2.714083, -5.857915, -2.717451], [-0.468333, -4.415145, -4.196211], [-1.627843, -3.456325, -3.377251], [-2.188643, -4.403205, -4.546411], [-1.240953, -7.025645, -3.467821], [3.311927, -1.345905, -3.933331], [3.629597, 0.232165, -3.943721], [3.601207, 0.673585, -5.452701], [2.598267, 0.918355, -3.380421], [2.345657, -1.412295, -4.433351], [3.265337, -1.747585, -2.921121], [3.971307, -2.046675, -4.445431], [4.569917, 0.515695, -3.470961], [3.306857, 1.722805, -5.477101], [2.688417, 0.279035, -5.899081], [4.559037, 0.457515, -5.925961], [2.475057, 0.583985, -2.489011], [-0.168253, -0.226675, 5.769439], [0.669227, 0.462975, 4.672249], [0.153837, 0.510165, 3.281089], [0.950117, 1.752125, 5.178839], [0.239197, -0.136935, 6.776429], [-0.252033, -1.289995, 5.544879], [-1.159723, 0.225525, 5.794299], [1.549167, -0.170615, 4.783419], [-0.206303, -0.449635, 2.910709], [0.833617, 0.797395, 2.478899], [-0.625073, 1.247505, 3.086859], [1.672997, 2.196535, 4.729909], [1.730887, 5.709215, 3.071969], [1.024177, 5.420415, 1.672679], [1.174957, 3.969815, 1.254679], [-0.364773, 5.814615, 1.738129], [1.240407, 5.189425, 3.894979], [1.733437, 6.758285, 3.367839], [2.768147, 5.539035, 2.783469], [1.464187, 5.972585, 0.842249], [2.173977, 3.573425, 1.436129], [0.618307, 3.725045, 0.350069], [0.643277, 3.364235, 1.988639], [-0.803763, 5.891685, 0.887869], [-0.295713, 0.546325, -1.558871], [0.295847, -0.074025, -0.380851], [0.096797, -1.534325, -0.480871], [1.647557, 0.325565, -0.296161], [-1.383313, 0.529105, -1.488601], [0.079047, 0.141295, -2.498871], [-0.129913, 1.623505, -1.541771], [-0.313453, 0.149105, 0.494969], [-0.910073, -1.897795, -0.686291], [0.413287, -2.090905, 0.401259], [0.698687, -1.947725, -1.290151], [2.127317, -0.124855, 0.402809], [2.693827, 3.804475, -1.836661], [1.537127, 4.147795, -2.764021], [1.485227, 5.659305, -3.184081], [1.644567, 3.330415, -3.990591], [3.549227, 3.542375, -2.459311], [2.329287, 2.917125, -1.319151], [2.967157, 4.517465, -1.058811], [0.600077, 3.825655, -2.309871], [2.409047, 6.105195, -3.552641], [1.089177, 6.312645, -2.406651], [0.644997, 5.732115, -3.874601], [1.910067, 2.438655, -3.754221], [-2.525483, 3.940275, -1.322511], [-2.308283, 5.412015, -1.704501], [-3.499143, 6.324485, -1.363111], [-1.228053, 5.805735, -1.011851], [-1.818453, 3.259045, -1.795921], [-3.509493, 3.691855, -1.720161], [-2.643653, 3.655815, -0.276941], [-2.256053, 5.551725, -2.784241], [-3.392023, 7.294655, -1.848291], [-3.462913, 6.589235, -0.306371], [-4.421273, 5.799705, -1.612871], [-0.479203, 5.453205, -1.498221], [2.740617, -3.774755, 3.575249], [3.484417, -2.461495, 3.199669], [5.023067, -2.486865, 3.398279], [3.157907, -1.886705, 1.952289], [3.198407, -4.612255, 3.048819], [1.668067, -3.745825, 3.383109], [2.877367, -3.973535, 4.638209], [3.147267, -1.722985, 3.927009], [5.448037, -1.524555, 3.112849], [5.297707, -3.387285, 2.848809], [5.228597, -2.750475, 4.435759], [3.687697, -1.089865, 1.874979], [-5.315483, 0.306405, 4.143689], [-4.489653, 0.723705, 3.007959], [-3.387123, -0.311975, 2.769729], [-5.238553, 0.567995, 1.862079], [-5.797723, 1.128735, 4.672179], [-4.664883, -0.072205, 4.932019], [-6.087193, -0.453035, 4.017939], [-4.066983, 1.716115, 3.164689], [-2.687953, -0.243555, 3.603149], [-2.888013, -0.190325, 1.808379], [-3.836113, -1.304495, 2.807499], [-5.142443, -0.346545, 1.586439], [-1.353333, 2.023935, -5.235821], [-0.294923, 2.734345, -5.803331], [-2.219303, 1.815855, -5.864241], [-1.029323, 1.073085, -4.812721], [-1.676743, 2.610185, -4.375701], [0.469197, 2.706605, -5.222851], [4.738827, 1.122505, 2.813379], [3.805047, 0.915545, 1.809989], [5.571577, 0.426515, 2.712209], [5.186597, 2.115255, 2.858649], [4.254387, 0.755515, 3.718219], [4.285527, 0.861145, 0.980659]], "forces_ev_per_angstrom": [[0.373, 1.350, -0.168], [-0.358, -1.057, -0.706], [0.444, 1.213, 0.479], [-0.737, -0.105, 0.580], [-0.102, 0.142, 0.022], [-0.250, 0.067, 0.186], [0.259, -0.494, -0.270], [0.521, -0.024, -0.176], [-0.252, 0.466, 0.692], [0.210, -0.650, -0.929], [-0.217, -1.152, 0.065], [0.055, 0.240, 0.281], [0.608, -0.155, 0.699], [-1.260, 1.605, -1.567], [1.033, -0.090, -0.389], [0.141, -1.097, 0.150], [-0.163, -0.125, 0.097], [0.085, 0.080, -0.130], [-0.422, 0.250, 0.091], [0.453, -0.714, 0.557], [0.107, 0.113, -0.107], [-0.807, -0.702, 0.169], [0.111, 0.590, 0.461], [0.219, 0.193, 0.025], [0.454, -0.323, -0.018], [-0.818, 1.658, -0.218], [-0.222, -1.013, -0.081], [-0.633, 0.378, 0.259], [0.299, -0.638, -0.313], [-0.348, -0.050, 0.885], [0.077, 0.018, -0.284], [0.220, 0.092, 0.423], [0.746, 0.054, -0.091], [-0.142, -0.128, -0.292], [0.316, 0.108, -0.202], [0.132, -0.109, -0.095], [-0.287, -0.681, 0.632], [0.516, 0.260, -0.532], [-1.222, 3.404, -0.348], [0.992, -2.367, 0.603], [0.116, 0.536, -0.799], [-0.365, -0.426, -0.157], [0.122, 0.318, -0.239], [-0.397, 0.386, 0.386], [0.092, -0.694, 0.446], [0.244, 0.526, 0.311], [-0.122, -0.999, -0.218], [0.344, -0.222, -0.056], [0.220, 1.298, 0.454], [0.913, -2.329, -3.260], [-0.370, 0.335, 1.642], [-1.525, 0.339, 1.393], [-0.150, -0.182, 0.259], [-0.325, 0.214, 0.183], [0.439, 0.583, -0.316], [0.265, -0.275, 0.008], [0.913, 0.428, 0.005], [0.440, -0.851, -0.358], [-0.431, 0.025, -0.389], [-0.395, 0.090, 0.603], [-1.009, 0.373, -0.825], [0.917, -0.557, 1.945], [-0.744, -0.213, -1.698], [-0.107, 0.640, 0.439], [0.397, 0.232, -0.281], [-0.177, -0.040, -0.079], [-0.247, -0.143, 0.082], [0.758, 0.162, -0.850], [-0.227, -0.257, 0.333], [0.984, 0.054, 0.481], [-0.465, -0.043, 0.718], [0.016, -0.211, -0.331], [-0.663, 0.642, -2.362], [-0.868, 0.591, 0.341], [-0.993, -0.741, 1.878], [0.628, -0.244, 1.244], [0.523, -0.598, -0.214], [-0.426, 0.184, -0.386], [0.246, -0.731, 0.992], [0.495, 0.674, 0.304], [0.314, 0.194, -1.087], [0.770, 0.114, -0.468], [-0.451, 0.002, 0.379], [0.356, -0.186, -0.542], [-0.887, 1.970, -0.941], [-0.778, -0.872, 1.006], [0.887, -2.390, -0.247], [0.383, 0.302, -0.323], [-0.090, -0.588, -0.285], [-0.145, -0.078, -0.023], [0.471, 0.209, -0.184], [0.369, 1.042, 0.450], [-0.290, 0.601, 0.032], [0.159, 0.135, 0.268], [0.177, -0.033, -0.228], [-0.273, -0.261, 0.347], [-0.499, -0.835, -0.032], [0.774, 0.866, -1.332], [-1.338, -1.113, 0.241], [-0.193, 1.729, 0.740], [0.151, 0.123, 0.173], [0.603, -0.302, 0.235], [-0.204, 0.304, -0.297], [-0.267, 0.368, 0.229], [-0.075, -0.414, -0.167], [0.495, -0.144, 0.687], [0.430, 0.051, -0.806], [0.417, -0.470, 0.437], [-1.760, -0.343, -1.193], [-3.261, -1.163, 0.101], [0.615, -0.196, 0.667], [3.047, 1.856, 0.681], [0.210, 0.125, -0.010], [-0.094, -0.456, -0.348], [0.518, 0.743, 0.293], [0.735, -0.500, -0.317], [-0.194, -0.187, -0.426], [-0.263, -0.387, 0.252], [-0.101, 0.414, -0.018], [0.535, 0.083, 0.298], [0.996, 0.501, -0.741], [0.054, 0.940, 2.204], [-1.713, -1.608, 0.018], [-0.412, -1.126, -0.979], [-0.227, -0.145, -0.193], [0.092, 0.147, -0.181], [0.049, 0.207, 0.030], [-0.349, 0.130, 0.389], [0.297, -0.499, -0.078], [0.962, 0.443, -0.530], [0.120, 0.413, 0.120], [-0.109, 0.368, -0.053], [-0.454, 0.179, 3.324], [1.227, -2.153, -0.755], [0.748, 0.430, 1.363], [-1.679, 1.535, -2.336], [-0.282, 0.285, -0.347], [0.180, -0.249, 0.195], [0.233, -0.029, -0.732], [-0.225, 0.174, -0.489], [0.436, -0.294, -0.190], [0.097, 0.218, 0.082], [-0.098, -0.118, 0.000], [-0.262, 0.049, -0.199], [0.240, 0.030, 1.538], [-0.383, -0.197, -1.743], [0.377, 0.391, -0.498], [0.079, -0.378, -0.113], [-0.672, -0.017, 0.278], [0.054, 0.345, 0.404], [0.985, -1.022, 1.139], [-0.565, -0.089, -1.261], [0.350, 0.034, -0.195], [-0.508, 0.218, 0.184], [0.042, 0.791, 0.394], [-0.130, 0.302, -0.360]], "mol_weight_g_mol": 785.24, "spin_multiplicity": 1, "lumo_ev": -0.0868, "relative_energy_kj_mol": 453.6, "energy_ev": -69751.98178}